C25H25N7PrS5 as an isolated structure. Source: the Open Molecules 2025 dataset; level of theory: ωB97M-V with the def2-TZVPD basis set.

```
! RIJCOSX wB97M-V def2-TZVPD def2/J DEFGRID3
* xyz 1 3
Pr 0.23 0.04 0.66
S 0.19 1.81 2.76
C 0.14 0.55 4.01
C 0.91 0.70 5.17
C 0.88 -0.24 6.19
C 0.08 -1.37 6.09
C -0.71 -1.52 4.97
C -0.67 -0.58 3.94
S -1.78 -0.82 2.55
C -1.27 -2.48 2.01
C -1.61 -2.74 0.56
C -2.27 -3.89 0.19
C -2.54 -4.11 -1.15
C -2.15 -3.16 -2.07
C -1.50 -2.01 -1.64
C -1.17 -0.94 -2.65
S 1.56 0.43 -1.87
C 1.20 2.14 -2.14
C 2.14 2.87 -2.87
C 1.97 4.22 -3.07
C 0.85 4.85 -2.52
C -0.08 4.13 -1.79
C 0.06 2.76 -1.58
S -1.21 1.93 -0.67
N -1.24 -1.81 -0.34
H 1.53 1.58 5.26
H 1.48 -0.08 7.08
H 0.05 -2.10 6.89
H -1.38 -2.37 4.89
H -1.73 -3.24 2.63
H -0.19 -2.56 2.18
H -2.57 -4.61 0.95
H -3.05 -5.01 -1.47
H -2.35 -3.30 -3.12
H -1.54 0.03 -2.30
H -1.69 -1.17 -3.58
H 2.99 2.35 -3.29
H 2.70 4.79 -3.64
H 0.71 5.91 -2.66
H -0.94 4.63 -1.37
C 4.58 -2.81 -0.77
C 3.43 -3.33 -1.53
N 3.47 -3.91 -2.69
N 2.16 -4.18 -2.96
C 1.26 -3.80 -2.04
S 0.55 -0.75 -3.22
N 2.11 -3.24 -1.14
N 1.66 -2.68 0.07
H 5.49 -3.02 -1.33
H 4.66 -3.28 0.21
H 4.50 -1.73 -0.62
H 1.94 -4.65 -3.82
H 1.23 -3.43 0.61
H 2.46 -2.34 0.59
N 4.04 0.22 3.26
C 3.67 -0.99 3.78
C 2.72 -1.47 2.95
N 2.50 -0.56 1.92
C 3.32 0.44 2.16
H 4.72 0.86 3.65
H 4.10 -1.39 4.69
H 2.16 -2.39 3.04
H 3.41 1.34 1.57
*
```

The value obtained for the strongest force on any atom is 0.54 eV/Å. The total energy is -105003.096 eV. As for the expectation value of S²: 2.003. The calculation puts the orbital gap (alpha / beta) at 0.2710 / 0.2718 Eh. The LUMO energy (alpha / beta) is -0.0991 / -0.0991 hartree.

C25H26AuClIN3O4Se2 as an isolated structure. Source: the Open Molecules 2025 dataset; level of theory: ωB97M-V with the def2-TZVPD basis set.

```
! RIJCOSX wB97M-V def2-TZVPD def2/J DEFGRID3
* xyz 0 3
Au 0.38 0.19 0.49
Cl -6.77 1.36 -0.29
C -5.18 0.67 -0.06
C -5.04 -0.68 0.05
C -3.78 -1.27 0.24
I -3.64 -3.34 0.39
C -2.61 -0.53 0.32
O -1.45 -1.07 0.52
C -2.77 0.91 0.18
N -1.64 1.65 0.23
C -1.71 2.95 0.13
C -2.93 3.63 -0.04
C -4.08 2.91 -0.10
C -4.04 1.50 0.00
H -5.92 -1.31 -0.01
H -0.77 3.50 0.18
H -2.94 4.71 -0.11
H -5.04 3.40 -0.23
O 4.11 2.77 2.30
C 3.08 2.27 3.18
C 3.20 0.75 3.21
C 4.34 0.34 4.16
O 5.51 1.14 4.07
C 1.92 0.10 3.76
Se 0.18 0.60 3.01
C 3.57 0.16 1.84
Se 2.71 0.89 0.26
H 3.97 3.71 2.16
H 2.09 2.56 2.81
H 3.21 2.66 4.19
H 4.59 -0.71 3.97
H 3.99 0.41 5.19
H 5.50 1.65 3.25
H 1.82 0.36 4.82
H 2.02 -0.98 3.71
H 3.32 -0.90 1.82
H 4.64 0.27 1.65
C 2.20 -3.89 -3.88
N 2.15 -2.46 -3.61
N 1.41 -2.03 -2.51
C 0.92 -0.76 -2.75
O 0.33 -0.05 -1.93
C 1.29 -0.46 -4.11
C 1.99 -1.52 -4.59
C 2.51 -1.77 -5.96
C 1.65 -2.60 -1.23
C 2.95 -2.82 -0.78
C 3.14 -3.34 0.49
C 2.05 -3.60 1.32
C 0.76 -3.35 0.87
C 0.55 -2.88 -0.42
H 2.39 -4.42 -2.95
H 3.02 -4.08 -4.56
H 1.27 -4.26 -4.31
H 1.06 0.46 -4.62
H 2.40 -0.87 -6.56
H 1.97 -2.57 -6.45
H 3.57 -2.04 -5.94
H 3.79 -2.58 -1.42
H 4.15 -3.53 0.84
H 2.21 -3.99 2.31
H -0.09 -3.51 1.51
H -0.45 -2.66 -0.77
*
```

The value obtained for the strongest force on any atom is 0.43 eV/Å. The total energy is -194013.661 eV. As for the expectation value of S²: 2.013. The calculation puts the orbital gap (alpha / beta) at 0.2615 / 0.1651 Eh. For the energy above the lowest of the compared OMol25 structures with the same formula, charge and spin, the calculation gives 20.0 kJ/mol. The LUMO energy (alpha / beta) is 0.0084 / -0.0918 hartree.

C25H26Cl3FeN4O3S as an isolated structure in a non-equilibrium geometry. Source: the Open Molecules 2025 dataset; level of theory: ωB97M-V with the def2-TZVPD basis set.

```
! RIJCOSX wB97M-V def2-TZVPD def2/J DEFGRID3
* xyz 1 5
Fe 2.98 1.32 -0.31
N 3.35 1.21 2.11
C 4.75 1.42 2.53
C 5.76 0.74 1.61
C 5.95 1.55 0.29
O 6.99 2.11 0.07
O 4.89 1.56 -0.44
H 2.76 1.80 2.70
H 3.10 0.24 2.32
H 4.90 1.04 3.55
H 4.93 2.50 2.54
H 5.41 -0.26 1.34
H 6.73 0.67 2.10
Cl -2.22 -1.15 5.70
C -2.11 -1.49 4.01
C -1.93 -0.46 3.11
C -1.85 -0.74 1.76
C -1.93 -2.05 1.28
C -1.91 -2.32 -0.21
C -0.64 -3.12 -0.64
N 0.39 -2.21 -1.05
C 0.66 -1.80 -2.32
C 1.60 -0.82 -2.23
N 1.90 -0.61 -0.92
C 1.16 -1.46 -0.24
O -3.06 -3.03 -0.60
C -3.97 -2.30 -1.41
C -3.38 -1.91 -2.73
C -2.95 -2.83 -3.66
Cl -3.05 -4.53 -3.54
S -2.27 -2.07 -5.07
C -2.55 -0.52 -4.39
C -3.13 -0.58 -3.17
C -2.11 -3.07 2.21
Cl -2.25 -4.71 1.69
C -2.19 -2.80 3.57
H -1.88 0.56 3.46
H -1.72 0.07 1.05
H -1.87 -1.36 -0.73
H -0.92 -3.75 -1.49
H -0.28 -3.75 0.17
H 0.17 -2.24 -3.17
H 2.09 -0.28 -3.02
H 1.17 -1.58 0.83
H -4.31 -1.40 -0.88
H -4.81 -2.97 -1.54
H -2.27 0.35 -4.95
H -3.40 0.28 -2.59
H -2.33 -3.61 4.27
N 1.86 3.35 -1.06
C 0.53 3.47 -0.56
C -0.47 4.13 -1.26
C -1.74 4.24 -0.72
C -2.03 3.68 0.51
C -1.04 2.99 1.21
C 0.23 2.89 0.67
H 1.89 3.63 -2.04
H 2.49 3.97 -0.55
H -0.25 4.59 -2.21
H -2.51 4.77 -1.26
H -3.02 3.78 0.94
H -1.26 2.55 2.17
H 1.01 2.35 1.20
*
```

The value obtained for the strongest force on any atom is 2.91 eV/Å. The total energy is -121235.347 eV. As for the expectation value of S²: 6.008. The calculation puts the orbital gap (alpha / beta) at 0.3222 / 0.3022 Eh. The LUMO energy (alpha / beta) is -0.0943 / -0.1143 hartree.

One molecule with the formula C25H26ClFN6O2 in a non-equilibrium geometry. Source: the Open Molecules 2025 dataset; level of theory: ωB97M-V with the def2-TZVPD basis set.

```
! RIJCOSX wB97M-V def2-TZVPD def2/J DEFGRID3
* xyz 0 1
C 3.59 -1.36 2.42
N 2.84 -0.34 1.70
C 1.50 -0.62 1.41
O 0.97 -1.65 1.76
C 0.90 0.46 0.68
C 1.59 1.62 0.36
N 0.81 2.47 -0.33
C -0.36 1.86 -0.43
C -1.49 2.38 -1.25
N -1.49 1.62 -2.47
C -0.57 2.10 -3.48
C -0.46 1.00 -4.56
N -1.01 -0.25 -4.08
C -0.27 -1.01 -3.17
C -0.74 -2.26 -2.77
C -0.02 -3.06 -1.90
C 1.21 -2.65 -1.42
C 1.71 -1.43 -1.84
C 0.99 -0.62 -2.70
C -2.44 -0.10 -3.87
C -2.74 1.21 -3.08
N -0.36 0.64 0.15
C -1.43 -0.32 0.19
C -1.73 -0.79 1.59
C -1.87 -2.15 1.86
F -1.80 -3.02 0.83
C -2.10 -2.65 3.12
C -2.19 -1.77 4.18
C -2.09 -0.41 3.96
C -1.86 0.07 2.68
Cl -1.78 1.78 2.45
N 2.89 1.80 0.71
C 3.60 3.01 0.37
C 3.56 0.80 1.39
O 4.72 0.92 1.70
H 2.92 -2.20 2.59
H 4.45 -1.67 1.82
H 3.95 -0.95 3.36
H -2.44 2.25 -0.72
H -1.34 3.46 -1.42
H -0.92 3.05 -3.93
H 0.38 2.29 -2.99
H 0.58 0.85 -4.87
H -1.04 1.28 -5.44
H -1.68 -2.63 -3.15
H -0.42 -4.02 -1.60
H 1.77 -3.26 -0.74
H 2.68 -1.09 -1.49
H 1.42 0.33 -2.99
H -2.81 -0.96 -3.32
H -2.93 -0.07 -4.84
H -3.14 1.98 -3.75
H -3.48 1.01 -2.30
H -1.14 -1.19 -0.41
H -2.32 0.13 -0.25
H -2.18 -3.72 3.26
H -2.36 -2.14 5.18
H -2.18 0.29 4.78
H 4.06 3.44 1.26
H 4.39 2.79 -0.35
H 2.88 3.70 -0.06
*
```

The value obtained for the strongest force on any atom is 1.46 eV/Å. The total energy is -54624.364 eV. The calculation puts the orbital gap at 0.3083 Eh. As for the structure (SMILES): Cn1c(=O)c2c(nc(CN3CCN(c4ccccc4)CC3)n2Cc2c(F)cccc2Cl)n(C)c1=O. The LUMO energy is 0.0228 hartree.